1.
54
Properties=species:S:1:pos:R:3:forces:R:3:lowdin_spin:R:1 method="wB97M-V/def2-TZVPD" multiplicity=4 total_energy_ha=-2593.074209 e_homo_ev="-6.14 / -6.61" homo_lumo_gap_ev="6.51 / 7.25"
Mn 0.1293 0.3633 0.0316 -0.228 -1.572 -1.666 3.004
P -0.9851 0.6249 2.0933 -0.133 -0.005 -0.025 -0.018
P 1.2507 0.0610 -2.0784 -0.111 -0.213 0.352 -0.041
N -0.1821 -1.3500 0.0729 -0.558 1.379 -0.181 -0.086
H -0.9213 2.6446 0.3884 -0.336 0.967 -0.752 0.005
C -2.7826 0.6867 1.7871 -0.177 0.031 0.175 -0.001
H -3.3275 0.9322 2.7084 0.051 -0.072 -0.202 -0.001
H -3.1070 -0.2962 1.4218 0.131 0.218 0.070 0.000
H -3.0165 1.4282 1.0129 0.141 -0.190 0.243 0.000
C -0.6114 2.1088 3.0944 -0.113 0.066 0.172 -0.006
H -1.2810 2.1642 3.9628 0.178 0.032 -0.133 -0.001
H -0.7310 3.0155 2.4882 -0.007 -0.234 0.149 0.000
H 0.4289 2.0671 3.4407 -0.222 -0.034 -0.078 0.000
C -0.7753 -0.7660 3.2650 0.030 0.053 -0.012 -0.001
H -1.1867 -0.5107 4.2520 0.079 -0.043 -0.261 -0.001
H 0.2913 -1.0049 3.3684 -0.260 0.053 -0.037 0.000
H -1.2867 -1.6553 2.8736 0.183 0.240 0.021 0.001
C 0.0746 -0.0739 -3.4631 -0.110 0.059 -0.006 -0.005
H 0.6094 -0.2131 -4.4111 -0.085 -0.074 0.185 -0.002
H -0.5554 0.8215 -3.5131 0.238 -0.250 0.097 0.000
H -0.5717 -0.9363 -3.2591 0.122 0.151 -0.114 0.000
C 2.3879 1.3936 -2.5779 0.108 -0.015 -0.141 -0.008
H 2.7448 1.1865 -3.5953 0.026 0.178 0.188 -0.002
H 3.2429 1.4253 -1.8911 -0.165 0.001 -0.146 0.000
H 1.8728 2.3620 -2.5481 0.143 -0.350 -0.048 0.000
C 2.2359 -1.4693 -2.2744 0.104 0.173 -0.095 -0.006
H 2.7759 -1.4289 -3.2315 -0.073 -0.154 0.251 -0.002
H 1.5601 -2.3347 -2.2602 0.169 0.238 0.045 0.001
H 2.9494 -1.5712 -1.4468 -0.140 0.001 -0.216 0.000
C 0.0013 -2.6140 0.3660 0.439 -1.931 0.568 -0.016
C -0.8736 -4.9044 0.4354 0.385 0.098 0.110 -0.005
C -1.0404 -3.5758 0.0919 0.542 0.635 0.117 0.039
C 1.2178 -3.0899 0.9734 -0.539 0.306 -0.251 0.045
C 1.3572 -4.4270 1.3040 -0.324 -0.096 -0.141 -0.004
C 0.3197 -5.3349 1.0419 0.005 -0.275 0.079 0.069
H -1.6787 -5.6135 0.2284 0.290 0.150 0.089 -0.002
H -1.9449 -3.1902 -0.3866 0.237 -0.253 0.173 0.003
H 2.0112 -2.3569 1.1640 -0.299 -0.323 -0.039 0.003
H 2.2866 -4.7643 1.7708 -0.322 0.017 -0.146 -0.002
H 0.4390 -6.3865 1.3104 -0.027 0.321 -0.083 0.004
C -1.0050 2.7569 -0.7371 -0.498 -0.472 0.506 0.019
O -0.8168 1.4639 -1.2231 0.242 0.358 0.353 0.076
C -2.4070 3.2085 -1.1592 0.012 0.555 0.224 0.003
H -2.4343 4.3051 -1.2115 -0.284 -0.188 0.042 0.000
H -3.1595 2.8770 -0.4398 -0.047 0.015 -0.210 0.000
H -2.6615 2.8067 -2.1499 0.212 0.033 0.288 0.000
C 0.0345 3.7615 -1.2094 -0.049 0.283 0.110 0.002
H 0.1340 3.7260 -2.3011 -0.049 -0.017 0.143 0.000
H 1.0127 3.6068 -0.7464 -0.030 -0.093 -0.101 0.001
H -0.3165 4.7636 -0.9348 0.260 -0.062 -0.056 0.000
C 1.8422 0.7721 0.9275 0.465 0.236 0.100 -0.078
H 1.8271 0.5010 1.9943 0.263 0.116 -0.346 0.003
H 2.0278 1.8532 0.7973 0.116 -0.341 0.157 0.006
H 2.5946 0.1802 0.3823 0.015 0.292 0.479 0.004

***

2.
87
Properties=species:S:1:pos:R:3:forces:R:3:lowdin_spin:R:1 method="wB97M-V/def2-TZVPD" charge=+3 multiplicity=2 total_energy_ha=-7082.057268 e_homo_ev="-16.08 / -16.45" de_lowest_ev=0.000 homo_lumo_gap_ev="6.83 / 5.80"
Ru 0.4132 0.7037 0.1757 0.058 0.030 -0.112 0.609
C -1.6559 0.4426 3.0813 -0.006 -0.012 0.005 0.010
Se 0.2252 0.2741 2.6160 -0.011 -0.042 -0.021 0.006
C 0.3144 -1.6799 2.6099 -0.024 0.014 0.034 0.001
C -0.6210 -2.3176 1.6114 0.008 -0.023 -0.034 -0.002
Se -0.3644 -1.5607 -0.1867 -0.037 -0.030 0.056 0.034
C -2.2273 -1.4196 -0.7441 0.010 -0.019 -0.010 0.029
H -1.8038 -0.0634 4.0331 0.008 0.004 0.003 0.000
H -2.2906 0.0187 2.3082 -0.003 0.014 0.008 0.000
H -1.8706 1.5027 3.1936 0.002 0.006 -0.003 0.000
H 0.0735 -2.0032 3.6231 0.011 -0.016 -0.005 0.000
H 1.3560 -1.9308 2.4107 0.011 0.020 -0.005 0.000
H -1.6703 -2.1843 1.8684 0.007 0.018 -0.004 0.000
H -0.4179 -3.3837 1.5152 -0.011 -0.002 0.011 0.000
H -2.5945 -2.4303 -0.9064 0.000 -0.001 0.003 0.001
H -2.2433 -0.8637 -1.6793 -0.011 0.001 0.003 0.000
H -2.8057 -0.9113 0.0223 0.008 -0.001 0.003 0.001
N 0.5073 0.8839 -2.0078 0.019 -0.026 -0.003 0.000
C -0.6819 1.4314 -2.6706 0.000 0.005 0.013 0.007
C -0.9007 1.2452 -4.0212 -0.006 0.003 0.006 -0.001
C -2.0280 1.8148 -4.6070 0.002 0.000 -0.005 0.006
C -2.9119 2.5764 -3.8539 -0.005 0.001 -0.005 0.001
C -2.6854 2.7697 -2.4990 0.007 -0.003 0.008 0.005
C -1.5681 2.1879 -1.9045 0.023 -0.006 -0.008 0.017
P -1.1459 2.3210 -0.1768 -0.021 0.005 0.040 0.068
C -2.4887 2.9183 0.8164 0.009 -0.001 0.002 0.016
C -2.3498 4.0507 1.6219 0.002 0.010 -0.010 0.006
C -3.4125 4.4519 2.4171 -0.008 -0.001 0.002 0.001
C -4.6014 3.7335 2.4064 0.008 0.004 0.002 0.008
C -4.7444 2.6129 1.5935 0.000 -0.004 -0.006 -0.001
C -3.6901 2.1997 0.7990 -0.005 0.003 0.003 0.008
C 0.3934 3.2293 -0.0158 0.008 -0.025 0.011 -0.001
C 1.0287 3.8052 -1.1414 -0.008 0.010 0.000 -0.001
C 2.2471 4.4221 -1.0045 0.004 0.008 0.008 0.000
C 2.8749 4.4757 0.2481 -0.004 -0.006 0.000 -0.002
C 2.2800 3.9123 1.3568 -0.001 0.004 -0.010 0.000
C 1.0377 3.2829 1.2355 -0.004 0.030 0.009 -0.002
H 1.3097 1.4778 -2.2366 -0.007 0.005 0.004 0.000
H 0.7248 -0.0189 -2.4277 -0.004 0.010 -0.015 0.001
H -0.2084 0.6658 -4.6209 0.000 -0.001 -0.001 0.000
H -2.2110 1.6650 -5.6625 0.000 -0.002 0.000 0.000
H -3.7780 3.0211 -4.3241 -0.001 0.000 0.001 0.000
H -3.3706 3.3646 -1.9086 -0.003 -0.001 0.002 0.000
H -1.4360 4.6309 1.6125 0.004 -0.004 0.002 0.000
H -3.3182 5.3353 3.0339 0.000 0.000 0.001 0.000
H -5.4284 4.0557 3.0249 -0.001 0.001 -0.001 0.000
H -5.6802 2.0710 1.5769 -0.001 0.000 -0.001 0.000
H -3.8078 1.3351 0.1543 -0.002 0.004 -0.003 0.000
H 0.5264 3.8084 -2.1017 0.007 -0.003 -0.003 0.000
H 2.7151 4.8892 -1.8610 0.001 -0.001 -0.002 0.000
H 3.8227 4.9884 0.3474 0.001 -0.001 0.001 0.000
H 2.7509 3.9867 2.3273 0.005 -0.001 0.001 0.000
H 0.5229 2.9593 2.1310 -0.001 -0.010 -0.001 0.000
C 5.4360 2.8064 -3.2880 -0.002 0.003 0.003 0.003
C 4.4930 1.8561 -3.6599 -0.003 -0.004 0.001 0.000
C 3.8215 1.1290 -2.6871 -0.002 0.002 0.011 0.002
C 4.0903 1.3533 -1.3357 -0.003 0.007 -0.010 0.001
C 5.0412 2.3018 -0.9675 0.003 -0.002 0.008 0.002
C 5.7149 3.0222 -1.9461 0.000 0.002 -0.006 0.000
Sb 3.0817 0.3194 0.1943 -0.005 0.014 0.006 0.077
C 4.2520 0.6363 1.9016 -0.017 -0.021 0.019 0.010
C 3.7708 1.2438 3.0570 0.000 0.014 -0.001 0.000
C 4.6093 1.3990 4.1527 0.004 0.001 -0.002 0.000
C 5.9211 0.9497 4.0907 -0.001 -0.005 0.002 0.000
C 6.4006 0.3404 2.9378 -0.001 -0.001 0.001 0.001
C 5.5688 0.1777 1.8401 0.005 0.019 -0.007 0.003
C 3.2928 -1.7539 -0.1416 0.004 -0.012 -0.007 0.042
C 3.5936 -2.5701 0.9479 0.000 0.014 0.018 0.011
C 3.6914 -3.9450 0.7735 0.005 -0.005 -0.006 0.001
C 3.4863 -4.5036 -0.4808 -0.002 0.005 0.003 0.011
C 3.1884 -3.6902 -1.5678 0.011 -0.009 0.003 0.002
C 3.0863 -2.3176 -1.3994 -0.020 0.013 -0.001 0.008
H 5.9676 3.3639 -4.0475 0.001 -0.001 0.000 0.000
H 4.3000 1.6655 -4.7073 -0.001 -0.001 0.000 0.000
H 3.1321 0.3540 -3.0044 -0.004 -0.004 -0.003 0.000
H 5.2785 2.4682 0.0767 0.001 0.000 0.003 0.000
H 6.4683 3.7439 -1.6588 0.000 0.000 0.001 0.000
H 2.7494 1.5972 3.1163 0.000 0.000 -0.003 0.000
H 4.2395 1.8685 5.0546 0.000 0.000 0.001 0.000
H 6.5731 1.0717 4.9451 0.000 0.002 -0.001 0.000
H 7.4229 -0.0102 2.8928 0.001 -0.001 0.001 0.000
H 5.9531 -0.3037 0.9472 0.000 0.001 0.001 0.000
H 3.7969 -2.1410 1.9237 -0.011 -0.004 -0.006 0.001
H 3.9487 -4.5765 1.6136 -0.001 -0.001 0.000 0.000
H 3.5750 -5.5731 -0.6165 -0.002 -0.001 0.000 0.001
H 3.0521 -4.1256 -2.5488 0.001 0.000 -0.001 0.000
H 2.8764 -1.7001 -2.2653 0.002 0.007 -0.004 0.000

***

3.
16
Properties=species:S:1:pos:R:3:forces:R:3:mulliken_charge:R:1 method="wB97M-V/def2-TZVPD" smiles="CC=C1CC1.O" multiplicity=1 total_energy_ha=-271.666930 e_homo_ev=-9.18 de_lowest_ev=2.332 homo_lumo_gap_ev=10.17
C -0.1168 -2.1057 0.6294 -0.015 0.065 0.127 -1.218
C -0.6273 -0.9350 -0.1564 0.676 0.131 -0.831 -0.254
C 0.0833 0.1583 -0.4256 -0.099 -1.010 -0.632 0.252
C 1.3891 0.8144 -0.4399 0.145 -0.080 0.125 -0.514
C 0.2327 1.3186 -1.3058 -0.106 0.041 -0.117 -0.599
H -0.8745 -2.4959 1.2958 -0.250 -0.111 0.217 0.355
H 0.7543 -1.8675 1.2309 0.128 0.219 0.029 0.317
H 0.1679 -2.9238 -0.0261 -0.004 -0.134 -0.224 0.356
H -1.5722 -1.0582 -0.6848 -0.045 0.068 0.248 0.415
H 1.6905 1.4404 0.3888 -0.121 -0.009 0.042 0.215
H 2.1992 0.2746 -0.9154 0.012 0.032 -0.055 0.239
H -0.1991 2.2744 -1.0380 0.007 -0.078 0.115 0.196
H 0.2499 1.1265 -2.3710 0.086 -0.008 -0.037 0.240
O -0.8382 1.4573 1.5160 -0.652 -0.660 0.241 -0.709
H -0.9984 0.5272 1.1759 0.151 1.716 0.596 0.395
H -1.5406 1.9943 1.1263 0.086 -0.182 0.156 0.314

***

4.
16
Properties=species:S:1:pos:R:3:forces:R:3:mulliken_charge:R:1 method="wB97M-V/def2-TZVPD" charge=+1 multiplicity=1 total_energy_ha=-396.358945 e_homo_ev=-12.46 de_lowest_ev=4.825 homo_lumo_gap_ev=8.82
N -2.1783 -1.4568 0.0147 0.964 0.821 4.280 -0.101
N -1.1833 -0.5108 -0.1792 3.277 -2.703 -1.280 -0.468
C -1.3440 0.7048 0.0290 -3.517 2.403 1.702 0.320
C -0.3860 1.7150 0.0768 0.078 -0.388 -0.474 -0.756
C 0.9465 1.5982 0.0263 1.603 -0.166 -0.024 -0.065
N 1.6336 0.4605 0.1487 0.701 -0.688 1.036 -0.384
C 2.4541 -0.2889 -0.4290 -0.860 0.524 -4.229 0.254
O 3.1182 -1.3514 -0.0597 0.392 0.133 -1.327 -0.393
H -1.8282 -2.2124 0.6012 1.163 -0.272 0.027 0.350
H -2.4239 -1.9281 -0.7645 -1.666 -1.398 -3.856 0.301
H -2.9048 -1.2059 0.6518 -1.933 1.070 -0.090 0.345
H -2.3711 1.1192 0.2986 0.790 -0.677 -0.258 0.278
H -0.7540 2.6603 0.3058 -0.621 1.543 -0.120 0.341
H 1.5239 2.5317 0.0194 -0.019 -0.402 0.203 0.370
H 2.5886 -0.2739 -1.5784 -0.154 0.545 1.672 0.282
H 3.1086 -1.5614 0.8386 -0.201 -0.346 2.740 0.326

***

5.
15
Properties=species:S:1:pos:R:3:forces:R:3:mulliken_charge:R:1 method="wB97M-V/def2-TZVPD" smiles="[H]/N=C1/N=C(C)N2C[C@H]12" multiplicity=1 total_energy_ha=-358.937108 e_homo_ev=-9.46 de_lowest_ev=2.211 homo_lumo_gap_ev=9.93
H 0.5695 1.1792 2.7699 -0.525 -0.228 -0.202 0.235
N -0.3534 0.9971 2.3437 0.202 -0.528 -2.110 -0.762
C -0.1607 0.5481 1.1348 1.339 1.010 2.949 0.564
N -1.1268 0.2488 0.2020 -1.499 -0.318 -1.248 -0.618
C -0.5665 -0.1000 -0.9094 0.409 0.604 1.480 0.831
C -1.2654 -0.4693 -2.1685 -0.688 0.079 0.465 -1.005
N 0.8666 -0.0913 -0.8601 0.315 0.468 -1.211 -0.472
C 1.3315 -1.1064 0.0600 0.399 -1.328 0.142 -0.344
C 1.1837 0.2694 0.5245 -0.265 0.825 0.167 -0.130
H -0.9166 0.1398 -3.0032 0.084 -0.100 0.079 0.306
H -1.1197 -1.5261 -2.3974 0.216 0.035 -0.064 0.276
H -2.3435 -0.3148 -2.0124 0.402 0.004 -0.125 0.310
H 2.3251 -1.4835 -0.1320 0.058 -0.103 -0.039 0.241
H 0.5947 -1.8458 0.3725 0.189 0.103 0.084 0.242
H 2.0501 0.9189 0.7548 -0.635 -0.521 -0.365 0.327

***

6.
69
Properties=species:S:1:pos:R:3:forces:R:3:mulliken_charge:R:1 method="wB97M-V/def2-TZVPD" charge=+2 multiplicity=1 total_energy_ha=-2955.540004 e_homo_ev="-13.60 / -13.60" de_lowest_ev=0.000 homo_lumo_gap_ev="4.56 / 4.47"
Ru -0.1500 0.5157 -0.5422 0.202 0.513 0.562 0.113
C -3.0710 -1.3855 -1.6992 -0.033 0.062 -0.025 -1.544
C -2.0451 -2.0043 -0.8121 -0.081 -0.150 -0.022 0.678
C -2.1300 -3.2718 -0.2568 0.082 0.031 0.009 -1.805
C -0.9300 -3.4653 0.4052 -0.014 -0.062 0.096 0.085
N -0.1712 -2.3833 0.2510 -0.104 0.071 0.041 0.644
N -0.8557 -1.4553 -0.4787 0.171 0.063 0.035 0.388
B 1.2571 -2.0035 0.7370 -0.181 0.205 0.213 -0.083
N 1.0477 -0.8642 1.7860 0.397 -0.312 -0.103 0.606
C 1.2776 -0.8619 3.1040 -0.175 0.283 -0.081 0.110
C 0.8416 0.3496 3.6112 0.129 -0.210 -0.032 -1.641
C 0.3492 1.0616 2.5226 -0.033 0.157 0.187 0.766
C -0.2581 2.4234 2.5872 -0.022 0.038 0.065 -1.567
N 0.4909 0.3121 1.4211 -0.312 -0.101 -0.724 0.340
N 1.9961 -1.4125 -0.4866 0.480 -0.089 -0.092 1.170
C 3.1343 -1.8677 -1.0312 -0.179 0.009 0.243 0.057
C 3.5094 -1.0136 -2.0430 -0.027 0.200 -0.054 -1.698
C 2.5377 -0.0166 -2.0720 0.166 -0.137 -0.301 0.584
C 2.5167 1.1842 -2.9479 0.016 -0.016 0.003 -1.439
N 1.6207 -0.2844 -1.1249 -0.440 -0.111 0.147 -0.030
N 2.0588 -3.1359 1.2861 -0.300 -0.084 0.117 0.372
C 1.9989 -4.4853 1.1085 0.109 -0.117 -0.171 -0.239
C 3.0845 -5.0375 1.7263 0.048 0.076 -0.010 -1.204
C 3.7974 -3.9391 2.2701 -0.253 -0.064 -0.181 0.673
C 5.0699 -3.9569 3.0432 0.088 -0.029 0.067 -1.238
N 3.1760 -2.8074 1.9897 0.188 0.142 0.176 -1.092
H -4.0031 -1.9359 -1.5887 -0.011 0.015 -0.014 0.400
H -2.7753 -1.4705 -2.7470 0.011 0.009 0.009 0.292
H -3.2625 -0.3374 -1.4796 0.044 -0.037 -0.004 0.278
H -2.9479 -3.9644 -0.3438 -0.019 -0.016 0.008 0.510
H -0.5882 -4.3045 0.9858 -0.049 0.028 -0.016 0.752
H 1.7553 -1.7026 3.5714 0.010 -0.030 0.039 0.605
H 0.8904 0.6875 4.6306 0.002 0.004 0.027 0.504
H -0.0501 2.8325 3.5735 -0.042 0.054 -0.005 0.420
H -1.3412 2.3892 2.4648 0.020 -0.015 -0.008 0.134
H 0.1464 3.1268 1.8590 0.032 -0.062 0.039 0.389
H 3.6082 -2.7500 -0.6369 0.017 -0.033 -0.021 0.481
H 4.3831 -1.0807 -2.6660 0.012 0.005 -0.018 0.483
H 3.3883 1.1657 -3.5980 0.013 0.015 0.017 0.422
H 2.5708 2.1033 -2.3575 0.010 0.014 0.005 0.292
H 1.6336 1.2259 -3.5838 -0.006 0.012 0.016 0.235
H 1.2385 -4.9613 0.5138 0.031 0.005 0.024 0.648
H 3.3419 -6.0810 1.7760 0.008 -0.019 0.017 0.480
H 5.3439 -4.9763 3.3064 -0.002 0.001 -0.004 0.372
H 4.9745 -3.3802 3.9620 0.010 0.022 -0.012 0.322
H 5.8844 -3.5278 2.4597 0.002 0.011 0.009 0.272
Cl -0.9420 0.8199 -2.8189 -0.018 0.051 -0.154 -0.064
C -0.7083 2.5374 -3.0786 -0.197 -0.337 -0.129 0.445
C -1.1410 3.0759 -4.2696 0.062 -0.112 0.193 -0.814
C -0.9403 4.4361 -4.4712 0.045 0.094 0.046 -0.420
C -0.3256 5.2175 -3.5038 0.008 0.062 -0.041 -0.622
C 0.1012 4.6461 -2.3189 0.154 0.257 0.180 0.112
Cl 0.8685 5.6304 -1.1342 -0.076 -0.026 -0.111 -0.150
C -0.0820 3.2746 -2.0765 0.135 -0.038 0.568 0.657
S 0.5474 2.5570 -0.6017 -0.188 -0.218 -0.662 -0.228
H -1.6147 2.4604 -5.0206 -0.005 -0.026 -0.001 0.502
H -1.2663 4.8898 -5.3968 -0.001 0.014 -0.011 0.450
H -0.1693 6.2746 -3.6640 -0.006 0.013 -0.009 0.484
C -5.0118 0.8608 1.8602 -0.016 -0.057 0.047 -0.908
N -4.1883 1.8002 1.0876 -0.026 0.020 0.019 0.068
C -4.6018 3.2080 1.0289 -0.012 0.040 -0.022 -0.893
C -3.0503 1.4264 0.5994 0.087 -0.082 -0.053 0.607
N -2.0436 1.0786 0.1469 0.037 -0.011 -0.149 -0.470
H -6.0384 0.9177 1.5029 0.008 0.007 -0.006 0.332
H -4.9776 1.1187 2.9183 -0.010 -0.005 -0.002 0.327
H -4.6410 -0.1513 1.7187 0.004 0.005 0.015 0.318
H -5.5938 3.2695 0.5843 0.004 0.000 0.008 0.339
H -3.9001 3.7697 0.4177 -0.004 0.004 0.002 0.282
H -4.6250 3.6290 2.0336 -0.001 -0.005 -0.001 0.352